w | {
  "formula": "C46H54CeN3O6PS3",
  "method": "the ωB97M-V functional and the def2-TZVPD basis",
  "elements": ["Ce", "C", "C", "C", "C", "C", "C", "C", "C", "C", "H", "H", "H", "H", "H", "H", "H", "H", "H", "H", "H", "H", "N", "C", "C", "C", "C", "C", "N", "C", "C", "C", "C", "C", "N", "H", "H", "H", "H", "H", "H", "H", "H", "H", "O", "C", "C", "C", "C", "C", "C", "C", "O", "O", "H", "H", "H", "H", "H", "C", "C", "C", "O", "P", "S", "S", "O", "C", "C", "C", "H", "H", "H", "H", "H", "H", "H", "H", "H", "H", "H", "H", "H", "H", "O", "S", "C", "C", "C", "C", "C", "C", "C", "C", "C", "C", "C", "C", "C", "C", "H", "H", "H", "H", "H", "H", "H", "H", "H", "H", "H", "H", "H", "H"],
  "coordinates": [[1.80, -0.29, 0.39], [-6.32, 2.99, -1.73], [-5.37, 2.11, -2.50], [-5.69, 0.74, -2.45], [-4.92, -0.15, -3.20], [-5.17, -1.64, -3.11], [-3.83, 0.39, -3.94], [-3.39, 1.69, -3.84], [-2.21, 2.18, -4.69], [-4.32, 2.59, -3.21], [-7.23, 3.19, -2.40], [-5.88, 3.98, -1.53], [-6.61, 2.58, -0.77], [-6.58, 0.42, -1.94], [-5.52, -1.99, -4.07], [-6.00, -1.71, -2.47], [-4.38, -2.25, -2.63], [-3.34, -0.32, -4.57], [-2.50, 3.13, -5.21], [-1.81, 1.42, -5.40], [-1.36, 2.43, -4.08], [-4.19, 3.69, -3.19], [5.03, 1.34, 0.75], [4.97, 0.21, 1.55], [5.65, 0.07, 2.81], [5.51, -1.13, 3.57], [4.75, -2.16, 2.99], [4.17, -2.01, 1.72], [4.15, -0.79, 1.08], [4.79, 1.55, -0.61], [5.82, 2.10, -1.40], [5.61, 2.17, -2.76], [4.39, 1.85, -3.34], [3.36, 1.53, -2.42], [3.58, 1.27, -1.09], [5.35, 2.15, 1.32], [6.22, 0.88, 3.19], [5.92, -1.29, 4.60], [4.65, -3.11, 3.62], [3.70, -2.78, 1.12], [6.75, 2.41, -0.95], [6.44, 2.60, -3.42], [4.25, 1.95, -4.42], [2.34, 1.49, -2.67], [-0.87, 3.50, -1.66], [-0.40, 4.32, -0.67], [-0.90, 5.63, -0.67], [-0.67, 6.43, 0.45], [0.02, 5.96, 1.52], [0.63, 4.74, 1.44], [0.40, 3.91, 0.35], [0.95, 2.43, 0.31], [1.88, 2.05, 1.07], [0.43, 1.66, -0.57], [-0.49, 2.62, -1.40], [-1.55, 5.93, -1.46], [-0.96, 7.46, 0.32], [0.21, 6.66, 2.36], [1.24, 4.30, 2.24], [3.83, -3.65, -2.98], [3.03, -4.65, -2.12], [3.58, -4.97, -0.76], [1.66, -4.30, -2.11], [0.89, -3.05, -1.45], [1.17, -3.07, 0.55], [1.36, -1.22, -2.17], [-0.64, -3.23, -1.79], [-1.45, -4.35, -2.39], [-1.46, -5.59, -1.48], [-1.05, -4.43, -3.84], [4.82, -4.06, -3.25], [3.90, -2.74, -2.39], [3.23, -3.55, -3.88], [2.98, -5.62, -2.73], [3.99, -4.06, -0.27], [4.43, -5.65, -0.83], [2.86, -5.37, -0.07], [-2.47, -3.85, -2.34], [-0.43, -5.95, -1.25], [-1.99, -6.40, -2.01], [-2.10, -5.44, -0.63], [-0.20, -5.17, -4.07], [-0.99, -3.43, -4.29], [-1.91, -4.95, -4.40], [0.83, -0.42, 2.37], [0.92, -0.91, 3.88], [0.87, 0.69, 4.91], [-0.10, 1.83, 4.68], [-1.27, 1.72, 3.96], [-2.21, 2.78, 3.89], [-2.04, 3.91, 4.71], [-0.82, 4.03, 5.38], [0.15, 3.03, 5.31], [-0.70, -1.62, 4.46], [-1.64, -1.94, 3.32], [-1.40, -2.92, 2.33], [-2.20, -3.01, 1.26], [-3.40, -2.26, 1.11], [-3.73, -1.37, 2.13], [-2.91, -1.32, 3.28], [1.94, 1.08, 4.91], [0.85, 0.39, 5.95], [-1.47, 0.86, 3.30], [-3.09, 2.69, 3.32], [-2.80, 4.72, 4.86], [-0.60, 4.99, 5.85], [1.07, 3.12, 5.90], [-1.14, -0.86, 5.12], [-0.34, -2.46, 5.05], [-0.52, -3.55, 2.40], [-1.95, -3.74, 0.48], [-4.07, -2.36, 0.27], [-4.61, -0.74, 2.11], [-3.21, -0.71, 4.12]],
  "lowdin_charge": [0.945, -0.059, -0.299, -0.017, -0.248, -0.044, -0.035, -0.233, -0.045, -0.014, 0.113, 0.070, 0.068, 0.111, 0.087, 0.047, 0.061, 0.100, 0.096, 0.081, 0.040, 0.129, 0.119, -0.243, 0.045, -0.015, -0.051, -0.137, -0.023, -0.279, 0.022, -0.050, -0.007, -0.085, 0.067, 0.178, 0.102, 0.139, 0.144, 0.034, 0.124, 0.156, 0.130, 0.084, 0.059, -0.267, 0.026, -0.066, -0.096, -0.029, -0.058, -0.492, -0.075, -0.093, 0.055, 0.120, 0.119, 0.122, 0.121, -0.032, -0.443, -0.059, -0.274, 0.054, 0.523, 0.493, -0.321, -0.372, -0.024, -0.055, 0.103, 0.050, 0.088, 0.170, 0.056, 0.100, 0.062, 0.145, 0.097, 0.097, 0.060, 0.114, 0.088, 0.111, -0.684, 1.120, -0.228, -0.283, -0.047, -0.033, -0.051, -0.066, -0.056, -0.229, -0.263, -0.119, -0.088, -0.023, -0.040, -0.036, 0.113, 0.103, 0.095, 0.091, 0.128, 0.118, 0.125, 0.099, 0.103, 0.066, 0.076, 0.104, 0.111, 0.115],
  "total_charge": 2,
  "orbital_gap_ev": [3.94, 3.94],
  "e_homo_ev": [-11.70, -11.70],
  "lumo_ev": [-7.76, -7.76]
}

***

x | {
  "formula": "C46H54CeN3O6PS3",
  "method": "the ωB97M-V functional and the def2-TZVPD basis",
  "elements": ["Ce", "C", "C", "C", "C", "C", "C", "C", "C", "C", "H", "H", "H", "H", "H", "H", "H", "H", "H", "H", "H", "H", "N", "C", "C", "C", "C", "C", "N", "C", "C", "C", "C", "C", "N", "H", "H", "H", "H", "H", "H", "H", "H", "H", "O", "C", "C", "C", "C", "C", "C", "C", "O", "O", "H", "H", "H", "H", "H", "C", "C", "C", "O", "P", "S", "S", "O", "C", "C", "C", "H", "H", "H", "H", "H", "H", "H", "H", "H", "H", "H", "H", "H", "H", "O", "S", "C", "C", "C", "C", "C", "C", "C", "C", "C", "C", "C", "C", "C", "C", "H", "H", "H", "H", "H", "H", "H", "H", "H", "H", "H", "H", "H", "H"],
  "coordinates": [[-0.01, 0.98, -0.58], [-2.28, 3.64, 6.11], [-1.41, 2.45, 5.86], [-0.01, 2.60, 5.75], [0.83, 1.52, 5.53], [2.30, 1.70, 5.41], [0.27, 0.27, 5.29], [-1.10, 0.03, 5.50], [-1.69, -1.35, 5.29], [-1.92, 1.14, 5.77], [-3.18, 3.51, 5.46], [-1.79, 4.56, 5.85], [-2.62, 3.66, 7.19], [0.46, 3.61, 5.93], [2.57, 2.73, 5.60], [2.64, 1.41, 4.40], [2.83, 1.07, 6.14], [0.89, -0.59, 5.02], [-1.54, -1.97, 6.17], [-1.27, -1.96, 4.45], [-2.78, -1.24, 5.13], [-2.98, 0.98, 6.03], [-1.94, 3.71, -0.46], [-2.73, 2.63, -0.02], [-4.02, 2.47, -0.61], [-4.77, 1.42, -0.17], [-4.25, 0.61, 0.90], [-3.00, 0.82, 1.38], [-2.18, 1.74, 0.79], [-0.77, 4.22, 0.19], [-0.58, 5.59, 0.08], [0.38, 6.14, 0.92], [1.20, 5.25, 1.72], [0.98, 3.88, 1.62], [0.05, 3.35, 0.81], [-2.46, 4.37, -1.04], [-4.32, 3.15, -1.41], [-5.80, 1.23, -0.54], [-4.86, -0.18, 1.31], [-2.62, 0.33, 2.27], [-1.32, 6.20, -0.46], [0.61, 7.18, 0.99], [1.99, 5.64, 2.35], [1.54, 3.21, 2.29], [-2.56, 2.62, -4.58], [-2.03, 1.58, -5.29], [-2.40, 1.54, -6.64], [-2.06, 0.47, -7.45], [-1.27, -0.52, -6.95], [-0.73, -0.42, -5.64], [-1.17, 0.60, -4.76], [-0.69, 0.72, -3.34], [0.07, -0.19, -2.82], [-1.09, 1.71, -2.55], [-2.08, 2.62, -3.72], [-2.87, 2.35, -7.17], [-2.41, 0.45, -8.49], [-0.91, -1.33, -7.54], [-0.02, -1.17, -5.27], [3.17, 1.74, -3.40], [3.12, 2.42, -2.05], [2.40, 3.75, -2.05], [2.37, 1.44, -1.05], [3.27, 0.91, 0.24], [4.19, 2.30, 1.15], [1.76, 0.02, 1.33], [4.22, -0.14, -0.48], [5.58, -0.60, -0.12], [6.58, 0.39, -0.61], [5.59, -1.92, -0.84], [3.34, 2.47, -4.19], [2.25, 1.22, -3.64], [3.94, 0.95, -3.45], [4.09, 2.58, -1.62], [1.36, 3.64, -2.42], [2.90, 4.48, -2.73], [2.38, 4.22, -1.07], [5.62, -0.76, 0.96], [6.46, 0.59, -1.72], [7.60, -0.04, -0.47], [6.53, 1.34, -0.03], [5.55, -1.71, -1.91], [4.72, -2.52, -0.57], [6.52, -2.48, -0.66], [-0.74, -1.13, 0.03], [-1.37, -2.20, -0.93], [-2.23, -3.34, 0.24], [-3.05, -4.34, -0.65], [-3.85, -3.82, -1.66], [-4.45, -4.72, -2.53], [-4.46, -6.09, -2.29], [-3.72, -6.57, -1.22], [-3.14, -5.67, -0.34], [0.02, -3.24, -1.50], [0.79, -4.06, -0.50], [0.60, -5.46, -0.45], [1.39, -6.28, 0.33], [2.38, -5.73, 1.15], [2.58, -4.35, 1.16], [1.79, -3.52, 0.36], [-2.95, -2.73, 0.82], [-1.46, -3.80, 0.83], [-3.86, -2.77, -1.77], [-5.02, -4.38, -3.40], [-5.04, -6.74, -2.97], [-3.70, -7.65, -1.01], [-2.66, -6.02, 0.60], [0.69, -2.49, -1.97], [-0.50, -3.85, -2.24], [-0.08, -5.92, -1.15], [1.18, -7.38, 0.38], [3.01, -6.40, 1.73], [3.19, -3.94, 1.99], [2.00, -2.46, 0.39]],
  "lowdin_charge": [1.209, -0.060, -0.280, -0.019, -0.303, -0.055, -0.030, -0.263, -0.059, -0.026, 0.085, 0.064, 0.110, 0.134, 0.076, 0.066, 0.095, 0.122, 0.075, 0.078, 0.074, 0.124, 0.127, -0.314, 0.016, -0.013, -0.041, -0.098, 0.029, -0.291, 0.005, 0.005, -0.006, -0.119, 0.046, 0.157, 0.133, 0.141, 0.115, 0.133, 0.136, 0.111, 0.118, 0.095, 0.067, -0.230, 0.009, -0.052, -0.066, 0.015, -0.063, -0.435, -0.097, -0.170, 0.074, 0.129, 0.136, 0.102, 0.128, -0.011, -0.339, -0.029, -0.493, -0.098, 0.412, 0.497, -0.316, -0.438, -0.063, -0.041, 0.106, 0.070, 0.098, 0.100, 0.089, 0.123, 0.077, 0.149, 0.109, 0.109, 0.052, 0.086, 0.079, 0.102, -0.679, 1.073, -0.200, -0.289, -0.070, -0.066, -0.067, -0.063, -0.057, -0.234, -0.250, -0.050, -0.068, -0.065, -0.065, -0.042, 0.113, 0.087, 0.080, 0.116, 0.129, 0.121, 0.137, 0.105, 0.109, 0.113, 0.132, 0.112, 0.124, 0.036],
  "total_charge": 2,
  "orbital_gap_ev": [4.07, 4.09],
  "e_homo_ev": [-12.21, -12.21],
  "lumo_ev": [-8.13, -8.12]
}

***

Going by the energies, x is most stable and the next is 171.0 kJ/mol up.